# 1
Computed, not measured: a molecular structure, C14H20N6OPSTi, with the ωB97M-V functional and the def2-TZVPD basis.

Results
**Energy**: -2537.7737 a.u.
**<S²>**: 0.758
**Gap between HOMO and LUMO (alpha / beta)**: 7.9 / 7.7 eV
**Net charge**: +2
**Multiplicity**: 2

Geometry as XYZ:
```
44
Properties=species:S:1:pos:R:3:forces:R:3
Ti -0.5186 1.1051 -2.1317 -0.19 -0.06 0.52
N -4.4758 1.1011 -1.7167 0.04 0.08 -0.03
C -3.2296 0.7336 -2.0478 0.03 -0.15 0.20
S -2.4403 1.7205 -3.2984 -0.01 -0.10 -0.01
N -2.7163 -0.2906 -1.3964 -0.11 0.13 0.11
N -1.4185 -0.6465 -1.7645 -0.66 0.30 -0.62
C -1.1951 -1.8369 -2.2038 0.26 0.17 0.07
C 0.1314 -2.2107 -2.6206 0.15 -0.07 0.04
C 0.4613 -3.5593 -2.8277 -0.12 0.10 0.04
C 1.7463 -3.9241 -3.1593 0.07 0.00 -0.02
C 2.7280 -2.9436 -3.2972 0.00 -0.01 0.00
C 2.4302 -1.6019 -3.1235 -0.09 -0.07 -0.05
C 1.1329 -1.2349 -2.7983 0.07 -0.02 -0.15
O 0.8234 0.0838 -2.6849 0.62 -0.19 -0.06
H -4.9453 1.8090 -2.2543 -0.04 -0.02 0.02
H -5.0196 0.4975 -1.1204 -0.02 0.00 -0.01
H -2.0292 -2.5325 -2.2602 0.07 -0.08 0.14
H -0.3088 -4.3120 -2.7129 -0.01 0.00 0.00
H 1.9902 -4.9651 -3.3153 0.02 0.00 0.00
H 3.7380 -3.2266 -3.5623 -0.01 -0.02 0.00
H 3.1837 -0.8406 -3.2707 -0.03 0.03 0.00
C -0.4134 1.8427 3.5730 0.05 0.05 0.02
N 0.8582 2.3925 2.8841 -0.04 -0.04 -0.02
C 1.9466 1.2995 2.9655 0.04 0.13 0.03
N 1.4818 0.0899 2.3963 -0.05 -0.10 -0.04
C 0.2697 -0.3744 3.0763 0.01 0.05 0.02
N -0.8061 0.6138 2.9871 -0.04 -0.03 -0.13
C -1.3374 0.7574 1.6278 -0.02 -0.07 0.20
P -0.0194 1.3364 0.4773 0.03 0.08 -0.29
C 0.5822 2.7898 1.4618 0.01 0.05 0.08
C 1.3223 0.1506 0.9455 -0.05 -0.06 0.00
H -1.1816 2.6088 3.4773 -0.01 -0.01 0.01
H -0.1463 1.7081 4.6212 -0.01 0.01 -0.01
H 1.1808 3.2144 3.3991 0.00 0.00 0.00
H 2.1632 1.1770 4.0264 0.01 -0.01 0.00
H 2.8231 1.6870 2.4474 0.01 -0.01 0.01
H 0.4997 -0.5480 4.1278 0.01 -0.01 -0.01
H -0.0596 -1.3111 2.6319 0.00 0.00 0.00
H -2.1759 1.4561 1.6276 0.00 0.01 -0.03
H -1.7228 -0.2002 1.2737 0.00 0.01 -0.02
H -0.1605 3.5884 1.4736 -0.02 -0.02 -0.04
H 1.5033 3.1900 1.0353 -0.01 -0.02 -0.02
H 2.2574 0.4463 0.4657 0.01 0.00 0.03
H 1.0663 -0.8403 0.5649 0.00 0.01 -0.01
```
Positions in Å, forces in eV/Å.

***

# 2
Computed, not measured: 9 unconnected molecules or ions with the total composition C36H63N9, with the ωB97M-V functional and the def2-TZVPD basis.

Results
**Energy**: -1901.7996 a.u.
**Relative energy (zero: lowest compared OMol25 entry of this formula, charge and spin)**: 107.1 kJ/mol
**<S²>**: 0.758
**Gap between HOMO and LUMO (alpha / beta)**: 10.6 / 2.2 eV
**Net charge**: +1
**Multiplicity**: 2

Geometry as XYZ:
```
108
Properties=species:S:1:pos:R:3:forces:R:3
C 1.2162 4.0144 4.1574 -1.01 -0.56 0.37
C 1.3393 2.4863 4.3169 1.17 0.65 -2.08
C 0.9267 1.9922 5.6327 -1.74 0.30 1.89
C -0.4379 2.4318 6.0409 -0.66 0.28 -0.22
N -1.4916 2.7844 6.3561 0.75 -0.25 -0.22
H 0.1554 4.2144 4.0065 -0.11 0.24 -0.37
H 1.8070 4.4102 3.3313 0.00 -0.06 0.24
H 1.3814 4.5548 5.0894 0.67 -0.06 0.01
H 2.3774 2.2119 4.1295 0.17 -0.06 0.34
H 0.8409 1.9663 3.4987 -0.41 0.12 0.04
H 1.5344 2.4993 6.3821 0.45 -0.63 0.27
H 0.8661 0.9092 5.7401 0.67 -0.01 0.01
C -1.5943 2.9683 -5.6207 0.28 -0.83 1.61
C -2.3909 3.9135 -4.7437 -1.61 0.97 -1.46
C -2.2241 3.8215 -3.2074 0.62 -0.15 -0.67
C -2.9733 4.8405 -2.4708 0.79 -1.51 -0.57
N -3.5366 5.6636 -1.8876 -0.31 0.45 0.52
H -1.9963 1.9629 -5.4958 0.06 -0.13 -0.20
H -0.6131 2.9336 -5.1472 0.48 -0.14 -0.67
H -1.5594 3.2113 -6.6827 -0.01 0.30 0.30
H -3.4522 3.7605 -4.9395 -0.26 -0.28 0.17
H -2.2857 4.9074 -5.1786 0.48 0.42 0.72
H -1.1648 3.9170 -2.9688 0.24 0.40 0.04
H -2.4200 2.7880 -2.9215 -0.61 0.13 0.31
C 2.8133 -3.9154 -4.6020 -0.11 0.23 -0.38
C 3.8226 -4.9210 -4.0330 -0.87 0.56 -0.08
C 4.9531 -4.3268 -3.1898 -0.20 0.45 0.95
C 4.4531 -3.4041 -2.1054 -0.07 0.05 -0.25
N 4.0336 -2.7337 -1.2604 0.40 -0.51 -0.84
H 2.1950 -3.3488 -3.9058 0.41 -0.02 0.50
H 2.0657 -4.4448 -5.1928 0.19 -0.16 -0.19
H 3.3058 -3.2077 -5.2689 0.00 0.11 -0.02
H 4.2496 -5.3987 -4.9148 0.16 -0.38 0.31
H 3.2306 -5.6276 -3.4513 0.37 -0.30 0.04
H 5.7026 -3.8379 -3.8121 -0.21 0.41 0.05
H 5.5187 -5.0867 -2.6507 -0.12 -0.27 -0.08
C 0.3785 -0.0504 0.9623 -0.16 -0.36 -0.16
C 1.0778 -0.8536 -0.1243 -0.73 0.40 -0.90
C 0.3266 -1.1850 -1.4654 0.15 0.29 1.00
C -0.0962 -0.0046 -2.1859 0.57 -1.66 1.27
N -0.4506 0.9342 -2.7070 -0.81 2.39 -1.15
H 0.1671 0.9731 0.6527 -0.12 -0.05 -0.05
H 1.0520 0.0227 1.8162 -0.07 0.04 0.05
H -0.5402 -0.5262 1.3054 -0.10 0.08 0.00
H 1.3371 -1.8366 0.2687 0.63 0.24 -0.06
H 1.8975 -0.2402 -0.4986 0.71 -0.49 0.50
H -0.5647 -1.7871 -1.2888 0.26 -0.33 -0.23
H 1.0812 -1.6727 -2.0824 -0.37 -0.47 -0.07
C 0.3514 -6.7699 -5.0127 -1.11 -0.41 1.35
C -1.1688 -6.5405 -4.9109 0.47 0.81 0.64
C -1.5073 -5.0381 -4.8981 -0.81 -0.13 -0.10
C -1.2798 -4.3738 -3.6264 0.95 -1.48 -2.76
N -1.0256 -3.8512 -2.6648 0.45 1.56 3.01
H 0.8675 -6.4420 -4.1104 0.04 0.87 -0.14
H 0.7277 -6.3036 -5.9233 0.38 -0.59 0.07
H 0.4545 -7.8409 -4.8383 0.47 -0.24 -1.19
H -1.5422 -6.9062 -3.9543 -0.06 -0.59 -0.23
H -1.6302 -7.0521 -5.7555 -0.32 0.18 0.18
H -2.5721 -4.8073 -4.9295 -0.37 -0.54 -1.09
H -0.9892 -4.5681 -5.7341 -0.11 0.48 0.22
C 4.9774 2.5349 -1.5519 0.67 1.36 -0.07
C 4.9869 1.0896 -1.2238 -0.60 -0.84 -0.92
C 4.7643 0.8292 0.2285 0.24 -0.66 1.76
C 3.6895 1.5398 0.9297 -0.30 0.53 -0.30
N 2.8146 2.0505 1.4801 0.27 -0.01 -0.37
H 4.2524 3.0720 -0.9403 -0.13 0.20 -0.29
H 4.9037 2.8217 -2.6009 -0.45 -0.38 -0.04
H 5.9661 2.9126 -1.2914 0.01 0.34 0.33
H 5.9593 0.6975 -1.5220 -0.14 -0.41 0.15
H 4.2231 0.4911 -1.7203 -0.02 0.21 -0.53
H 5.6828 0.9961 0.7911 0.00 0.06 0.21
H 4.4712 -0.2067 0.3989 0.37 -0.34 -0.14
C -0.4794 6.1955 0.7398 -0.29 -0.74 -0.61
C 0.0912 4.7895 1.0648 0.02 0.47 0.64
C -0.1219 3.8097 -0.0738 -2.24 -0.32 -0.41
C -1.4721 3.1223 -0.0708 5.29 2.94 -0.15
N -2.4674 2.5584 0.0020 -3.20 -1.61 0.03
H -1.5481 6.1150 0.5409 -0.18 0.15 0.37
H -0.0733 6.5560 -0.2053 0.29 0.06 -0.01
H -0.2489 6.9419 1.5000 -0.07 -0.27 0.14
H -0.3138 4.3064 1.9539 -0.15 0.45 0.09
H 1.1539 4.9093 1.2755 0.07 -0.27 -0.28
H 0.5899 2.9940 0.0525 0.49 -0.60 0.11
H 0.0627 4.2257 -1.0642 -0.03 -0.12 -0.20
C -2.6370 -2.6736 4.9905 1.11 0.09 -0.18
C -2.0069 -2.9178 3.6157 -0.95 -1.53 0.03
C -0.4897 -3.0211 3.5427 0.94 0.90 -0.66
C 0.3147 -3.6832 4.5515 -1.66 0.87 0.13
N 0.9120 -4.2049 5.3635 1.08 -0.84 1.11
H -3.7194 -2.5558 4.9397 0.11 -0.09 -0.04
H -2.1803 -1.7728 5.4005 -0.24 0.14 0.22
H -2.3652 -3.4956 5.6528 -0.24 0.00 0.11
H -2.4100 -2.2019 2.8993 0.53 0.25 -0.04
H -2.3504 -3.8817 3.2402 -0.40 -0.13 0.06
H -0.1118 -2.0050 3.4302 0.35 0.07 0.06
H -0.1134 -3.5907 2.6929 -0.64 0.31 -0.81
C -6.8335 0.6358 4.0489 1.32 0.32 0.71
C -5.3267 0.2205 3.9046 0.02 0.24 0.17
C -4.2467 1.1765 4.4619 -0.91 0.33 0.37
C -2.8664 0.8035 4.0922 1.35 -0.41 -0.35
N -1.7828 0.5382 3.7495 -2.02 0.43 0.55
H -7.5002 -0.1924 3.8088 0.12 0.25 -0.72
H -7.0245 1.5897 3.5571 -0.30 -0.34 -0.50
H -7.1047 0.8364 5.0854 0.41 0.01 0.33
H -4.9846 0.1606 2.8715 -0.76 -0.89 -0.25
H -5.1936 -0.6922 4.4854 0.05 -0.39 -0.63
H -4.4163 1.2119 5.5380 0.70 0.28 0.12
H -4.4272 2.1733 4.0594 0.14 0.18 0.11
```
Positions in Å, forces in eV/Å.

***

# 3
Computed, not measured: a molecular structure, C18H29BiN2O5P2S, with the ωB97M-V functional and the def2-TZVPD basis.

Results
**Energy**: -2484.1067 a.u.
**Relative energy (zero: lowest compared OMol25 entry of this formula, charge and spin)**: 598.2 kJ/mol
**Gap between HOMO and LUMO (alpha / beta)**: 4.2 / 4.4 eV
**Net charge**: 0

Geometry as XYZ:
```
58
Properties=species:S:1:pos:R:3:forces:R:3
C -0.8230 0.9493 -4.2241 -0.49 -1.18 1.68
C -0.8440 0.4112 -2.9282 -0.72 0.47 -2.80
N -0.0220 0.9121 -1.9587 -0.36 0.18 -0.02
C 0.8287 1.9420 -2.2377 1.24 1.68 -1.98
C 0.9021 2.4847 -3.5267 0.23 -0.46 1.72
C 0.0640 1.9862 -4.5318 0.17 0.63 -1.16
C -1.7226 -0.7577 -2.5623 0.44 -0.49 0.15
P -2.0128 -0.8243 -0.7236 -7.75 -2.49 -3.23
Bi 0.0000 0.0000 0.0000 0.05 -0.60 1.28
P 1.9260 1.1897 0.2292 7.94 5.02 0.52
C 1.6304 2.4958 -1.0816 -0.60 0.01 0.14
O -0.5567 -3.6926 -2.9582 0.84 -0.11 0.41
O 0.6108 -3.7298 -0.4939 -0.27 0.47 0.86
H -1.4913 0.5362 -4.9850 0.21 0.12 0.32
H 1.5991 3.3032 -3.7289 -0.23 -0.31 0.14
H 0.1004 2.4041 -5.5429 -0.02 -0.18 0.46
C -3.5138 0.2053 -0.4364 0.04 0.10 0.15
C -2.5824 -2.5341 -0.3817 0.19 -0.01 0.13
H 2.5511 2.9952 -1.4306 -0.28 -0.34 0.29
H 1.0070 3.2539 -0.5673 0.28 -0.18 -0.03
H -1.1918 -1.7173 -2.7801 -0.38 0.50 0.13
H -2.6529 -0.7573 -3.1580 0.27 -0.02 0.45
C 2.2926 2.1501 1.7522 -0.19 -0.12 0.15
C 3.5480 0.4386 -0.2188 -0.16 -0.33 -0.05
H 0.7123 -2.7305 -0.5042 0.34 -0.74 -0.21
H 0.3244 -3.9040 0.4213 0.23 -0.14 -0.46
H -0.2002 -3.8585 -2.0438 -0.31 0.02 -0.78
H 0.2579 -3.5684 -3.4771 -0.50 -0.11 0.16
H -0.7829 1.2948 0.7223 -1.52 2.69 1.24
H 0.8556 -1.3035 -0.6847 1.85 -2.75 -1.37
H -4.3891 -0.1797 -0.9891 0.35 0.12 0.15
H -3.7322 0.2135 0.6446 0.05 0.03 -0.41
H -3.2900 1.2379 -0.7493 -0.13 -0.37 0.09
H -3.4488 -2.8151 -1.0038 0.37 0.15 0.20
H -1.7369 -3.2114 -0.5720 -0.44 0.13 0.04
H -2.8493 -2.5897 0.6872 0.07 -0.02 -0.41
H 4.3640 1.1825 -0.2452 -0.43 -0.21 0.02
H 3.7840 -0.3428 0.5231 -0.07 0.31 -0.27
H 3.4412 -0.0458 -1.2031 0.12 0.19 0.33
H 3.1648 2.8164 1.6331 -0.39 -0.24 -0.14
H 1.3946 2.7312 2.0159 0.35 -0.13 -0.05
H 2.4837 1.4287 2.5645 -0.07 0.33 -0.32
O 2.3906 0.9317 5.2881 -2.52 -3.78 1.40
S 1.9141 -0.5220 5.1490 6.81 2.39 -5.92
O 3.1248 -1.4648 5.1012 -4.23 1.58 1.92
N 1.5622 -0.4947 3.4268 -0.23 -0.17 0.88
C 0.3512 -0.8304 3.1734 -0.07 0.31 -2.48
O -0.1801 -0.8486 1.9362 0.38 -1.66 4.91
C -0.4536 -1.1778 4.3503 -1.19 -0.27 -0.24
C -1.7941 -1.5746 4.3724 0.20 0.00 0.82
C -2.3978 -1.8358 5.6133 0.86 0.25 0.03
C -1.6602 -1.6943 6.8048 0.29 0.13 -0.72
C -0.3137 -1.2944 6.7615 -0.35 -0.10 -0.27
C 0.2633 -1.0457 5.5164 -0.53 -0.32 2.18
H -2.3601 -1.6737 3.4545 0.17 0.06 -0.02
H -3.4352 -2.1414 5.6535 0.03 0.00 0.02
H -2.1345 -1.8915 7.7575 0.06 0.01 -0.03
H 0.2587 -1.1787 7.6720 -0.01 -0.01 0.00
```
Positions in Å, forces in eV/Å.